1.
{"formula": "C36H50AgCl5N3O4PS2Si", "method": "ωB97M-V/def2-TZVPD", "de_lowest_kj_mol": 0.0, "homo_lumo_gap_ev": 7.221, "homo_energy_ev": -7.464, "elements": ["Ag", "Cl", "C", "C", "C", "Cl", "C", "Cl", "C", "Cl", "C", "Cl", "C", "C", "C", "C", "O", "Si", "S", "O", "C", "C", "C", "C", "O", "C", "C", "C", "C", "H", "H", "H", "H", "H", "H", "H", "H", "H", "H", "H", "H", "H", "H", "H", "H", "H", "H", "H", "H", "H", "H", "H", "H", "H", "H", "H", "C", "N", "C", "N", "C", "N", "C", "P", "C", "C", "H", "H", "H", "H", "H", "H", "H", "H", "H", "H", "H", "H", "H", "O", "S", "C", "C", "C", "C", "C", "C", "C", "C", "C", "C", "C", "C", "H", "H", "H", "H", "H", "H", "H", "H", "H", "H"], "coordinates": [[0.55946, -0.16794, 0.38603], [0.90956, -3.02212, -1.17704], [-0.37713, -3.02630, 0.00478], [-0.30784, -2.08484, 1.03091], [-1.32971, -2.19644, 1.97154], [-1.29312, -1.17528, 3.39283], [-2.39602, -3.09107, 1.86203], [-3.68838, -3.09281, 3.01345], [-2.43982, -3.97254, 0.78473], [-3.75257, -5.07332, 0.60800], [-1.40396, -3.95389, -0.14601], [-1.44040, -5.04097, -1.48661], [-1.77629, -0.08465, -5.00934], [-1.11724, -0.95904, -3.94293], [0.02836, -1.75185, -4.56395], [-2.14465, -1.92087, -3.35453], [-0.60655, -0.15574, -2.84814], [0.26549, 1.24371, -2.93075], [1.05746, 1.73890, -1.06833], [1.37276, 1.16379, -4.13844], [2.79675, 0.94885, -4.18018], [3.51893, 2.20122, -3.68886], [3.12454, 0.70231, -5.64738], [3.18985, -0.26207, -3.34071], [-0.86469, 2.38603, -3.36561], [-0.75611, 3.70183, -3.91354], [0.06779, 4.59324, -2.98705], [-2.18510, 4.22438, -4.01480], [-0.13583, 3.67343, -5.30951], [-2.20839, -0.71450, -5.78931], [-1.04235, 0.58443, -5.46362], [-2.56658, 0.52473, -4.56519], [-0.34951, -2.38258, -5.37105], [0.49817, -2.38800, -3.81325], [0.77489, -1.06835, -4.97151], [-3.08112, -1.40706, -3.12691], [-1.75561, -2.36544, -2.43593], [-2.35977, -2.71962, -4.06639], [3.22101, 3.06773, -4.28463], [4.59991, 2.06902, -3.77793], [3.27370, 2.38823, -2.64276], [2.75418, 1.52866, -6.25765], [2.65175, -0.21951, -5.99388], [4.20417, 0.61665, -5.78616], [2.95134, -0.08983, -2.29016], [4.26426, -0.44025, -3.42805], [2.65192, -1.15075, -3.67808], [-0.36799, 4.60765, -1.98373], [0.10597, 5.61368, -3.37412], [1.08520, 4.20766, -2.89374], [-2.63524, 4.31509, -3.02003], [-2.78986, 3.53248, -4.60459], [-2.20155, 5.20560, -4.49194], [0.84694, 3.20779, -5.27807], [-0.03882, 4.68935, -5.69730], [-0.76570, 3.09335, -5.98800], [-3.90546, 3.62978, 1.27641], [-3.07245, 3.46374, 0.01571], [-3.86032, 2.66243, -1.02235], [-4.32154, 1.43545, -0.47217], [-5.10900, 1.67009, 0.73215], [-4.35140, 2.37555, 1.76624], [-3.26082, 1.54071, 2.30977], [-1.97042, 1.05617, 1.04499], [-1.78029, 2.77338, 0.33381], [-3.21072, 0.49258, -0.22636], [-4.75570, 4.26419, 1.02011], [-3.27196, 4.12386, 2.01107], [-2.86430, 4.38204, -0.37466], [-3.18328, 2.48326, -1.85864], [-4.69794, 3.28876, -1.33552], [-5.43919, 0.71157, 1.12831], [-5.98526, 2.26973, 0.47265], [-3.70081, 0.62343, 2.70450], [-2.77056, 2.05574, 3.13871], [-1.17736, 2.69665, -0.56687], [-1.22669, 3.37245, 1.05859], [-3.63384, -0.46577, 0.08590], [-2.66502, 0.32897, -1.15216], [0.10445, 2.21444, 2.86383], [1.24303, 1.24963, 2.98615], [2.01878, 1.67771, 4.57344], [1.40945, 2.63948, 5.35706], [1.97207, 2.97533, 6.58307], [3.12854, 2.34235, 7.01448], [3.73077, 1.37603, 6.21721], [3.17680, 1.03760, 4.99353], [2.59527, 1.88311, 1.98638], [3.54231, 0.98362, 1.52091], [4.61676, 1.45834, 0.78133], [4.72027, 2.81428, 0.50491], [3.74452, 3.69836, 0.95273], [2.67661, 3.23448, 1.70342], [0.50620, 3.11530, 4.99796], [1.50045, 3.73128, 7.19910], [3.56356, 2.59874, 7.97185], [4.63684, 0.88559, 6.55172], [3.64922, 0.28793, 4.36889], [3.43071, -0.07652, 1.72243], [5.36572, 0.76712, 0.41595], [5.55820, 3.18438, -0.07267], [3.81785, 4.75143, 0.71028], [1.89741, 3.90301, 2.05074]], "forces_ev_per_a": [[-0.1, -0.3, -0.3], [0.0, -0.1, 0.0], [0.1, 0.1, 0.1], [-0.3, 0.1, -0.1], [0.1, -0.1, -0.1], [0.0, 0.1, 0.1], [0.0, 0.0, 0.0], [0.0, 0.0, 0.0], [0.0, 0.1, 0.0], [0.0, 0.0, 0.0], [0.0, 0.0, -0.1], [0.0, -0.1, 0.1], [0.1, 0.1, 0.2], [0.0, 0.0, 0.0], [0.1, 0.1, 0.0], [0.1, 0.1, 0.2], [-0.2, 0.0, -0.3], [-0.1, -0.1, 0.5], [0.1, -0.2, 0.0], [0.1, 0.1, 0.0], [0.0, 0.0, 0.0], [-0.1, 0.0, 0.1], [-0.1, 0.0, 0.0], [-0.1, 0.0, 0.1], [-0.1, 0.1, -0.2], [0.0, 0.0, 0.1], [0.0, -0.1, 0.0], [0.0, 0.0, 0.0], [0.0, -0.1, 0.1], [0.0, 0.0, 0.0], [0.0, 0.0, 0.0], [0.0, 0.0, 0.0], [0.0, 0.0, 0.0], [0.0, 0.0, 0.0], [-0.1, -0.1, 0.0], [0.0, 0.0, 0.1], [0.0, 0.0, -0.1], [0.0, 0.0, 0.0], [0.0, 0.0, 0.0], [0.0, 0.0, 0.0], [0.0, 0.0, 0.0], [0.0, 0.0, 0.0], [0.0, 0.0, 0.0], [0.0, 0.0, 0.0], [0.0, 0.0, 0.0], [0.0, 0.0, 0.0], [0.1, 0.0, 0.0], [0.0, 0.0, 0.0], [0.0, 0.0, 0.0], [0.0, 0.1, 0.0], [0.0, 0.0, -0.1], [0.0, 0.0, 0.0], [0.0, 0.0, 0.0], [0.0, 0.0, 0.0], [0.0, 0.0, 0.0], [0.0, 0.0, 0.0], [-0.1, 0.0, 0.1], [0.1, -0.1, 0.0], [-0.1, -0.2, 0.0], [0.1, 0.0, 0.0], [0.1, 0.1, 0.0], [-0.1, -0.1, 0.1], [0.1, -0.1, -0.1], [-0.5, 0.5, -0.1], [0.2, -0.2, 0.3], [0.0, 0.0, 0.1], [0.0, 0.0, -0.1], [0.0, 0.1, 0.0], [0.0, 0.0, 0.0], [0.0, 0.0, 0.0], [0.0, 0.0, 0.1], [0.0, 0.0, 0.0], [0.0, 0.0, 0.0], [0.0, 0.0, 0.1], [0.0, 0.0, 0.0], [0.0, 0.1, -0.2], [0.0, 0.0, 0.0], [0.0, 0.0, 0.0], [0.0, -0.1, -0.3], [-0.1, 0.0, 0.0], [0.3, 0.5, 0.3], [-0.1, -0.1, -0.1], [-0.1, 0.0, 0.0], [0.0, 0.0, 0.0], [0.0, 0.0, 0.0], [0.0, 0.0, 0.0], [0.0, -0.1, 0.0], [0.0, -0.1, 0.1], [0.0, 0.0, 0.0], [0.0, 0.0, 0.0], [0.0, 0.0, 0.0], [0.0, 0.0, 0.0], [-0.1, 0.1, 0.0], [0.0, 0.0, 0.0], [0.0, 0.0, 0.0], [0.0, 0.0, 0.0], [0.0, 0.0, 0.0], [0.0, 0.0, 0.0], [0.0, 0.0, 0.0], [0.0, 0.0, 0.0], [0.0, 0.0, 0.0], [0.0, 0.0, 0.0], [0.0, 0.0, 0.0]]}

***

2.
{"formula": "C36H50B2Br2CdF4N7O", "method": "ωB97M-V/def2-TZVPD", "charge": -1, "homo_lumo_gap_ev": 7.503, "homo_energy_ev": -5.358, "elements": ["Cd", "C", "C", "C", "C", "C", "C", "C", "C", "C", "N", "N", "B", "N", "N", "C", "C", "C", "C", "C", "C", "C", "C", "C", "N", "N", "C", "C", "C", "C", "C", "C", "C", "C", "C", "H", "H", "H", "H", "H", "H", "H", "H", "H", "H", "H", "H", "H", "H", "H", "H", "H", "H", "H", "H", "H", "H", "H", "H", "H", "H", "H", "H", "H", "H", "H", "H", "H", "H", "H", "H", "H", "H", "H", "H", "H", "H", "H", "H", "H", "H", "Br", "C", "C", "C", "Br", "C", "C", "C", "C", "N", "C", "C", "O", "H", "H", "H", "H", "F", "B", "F", "F", "F"], "coordinates": [[-0.19133, -1.33814, -0.65072], [-4.72251, -1.01202, 2.42764], [-3.55620, -1.16256, 1.45857], [-4.04371, -1.25520, 0.00863], [-2.56710, -0.03852, 1.61678], [-2.61169, 1.06336, 2.47450], [-1.49794, 1.83064, 2.16703], [-1.19729, 3.12089, 2.90226], [0.25586, 3.57070, 3.01947], [-2.08576, 4.25982, 2.38571], [-0.84292, 1.20528, 1.15815], [-1.49729, 0.04992, 0.84126], [0.42179, 1.60227, 0.29701], [0.03437, 1.59082, -1.22483], [-0.48365, 0.46960, -1.81255], [-0.78669, 0.74602, -3.06736], [-0.46430, 2.07995, -3.32611], [0.05441, 2.58368, -2.14910], [0.51606, 4.00671, -1.98842], [-0.38419, 4.82964, -1.06603], [1.99535, 4.14466, -1.63051], [-1.41391, -0.28301, -3.96660], [-2.15441, 0.39634, -5.11696], [-0.38838, -1.28875, -4.50376], [1.62722, 0.65954, 0.66359], [1.57876, -0.69882, 0.48034], [2.75170, -1.20607, 0.84170], [3.57241, -0.17540, 1.30338], [2.84192, 0.98613, 1.15885], [3.36203, 2.36658, 1.42940], [4.48939, 2.69385, 0.44047], [3.86198, 2.48433, 2.87065], [3.13943, -2.66207, 0.73157], [2.31149, -3.46648, -0.26923], [4.62286, -2.76492, 0.35978], [-5.41300, -1.85016, 2.31398], [-5.27616, -0.08912, 2.23056], [-4.38225, -0.99057, 3.46554], [-3.04966, -2.10017, 1.69367], [-4.53844, -0.32416, -0.28230], [-4.75434, -2.07807, -0.10558], [-3.21481, -1.42489, -0.68006], [-3.34343, 1.28397, 3.23658], [-1.52470, 2.90418, 3.92215], [0.60685, 4.06623, 2.11574], [0.92022, 2.73203, 3.22787], [0.34079, 4.28636, 3.84140], [-1.85310, 4.48669, 1.34434], [-1.92619, 5.16608, 2.97701], [-3.14142, 3.99055, 2.44113], [0.73339, 2.71128, 0.56782], [-0.57200, 2.61822, -4.25397], [0.39838, 4.41817, -2.99334], [-0.34486, 4.44330, -0.04945], [-1.42405, 4.79772, -1.40058], [-0.05742, 5.87348, -1.04638], [2.16358, 3.95029, -0.57298], [2.33648, 5.16202, -1.84247], [2.60083, 3.43923, -2.20229], [-2.14124, -0.83440, -3.36337], [-1.44769, 0.89874, -5.78388], [-2.87405, 1.13640, -4.75930], [-2.69154, -0.35113, -5.70408], [0.44714, -0.77055, -4.97823], [-0.87015, -1.94662, -5.23275], [0.01884, -1.91124, -3.70996], [4.59287, -0.25017, 1.64247], [2.55851, 3.08464, 1.28941], [5.36983, 2.08321, 0.65998], [4.77509, 3.74740, 0.51733], [4.18657, 2.47592, -0.58353], [4.73170, 1.84124, 3.02708], [3.09690, 2.18933, 3.59073], [4.16065, 3.51397, 3.08644], [3.00810, -3.10193, 1.72662], [2.37613, -3.01947, -1.26228], [1.26579, -3.54116, 0.02194], [2.70493, -4.48333, -0.32962], [4.80340, -2.26196, -0.59360], [4.90527, -3.81542, 0.26109], [5.26789, -2.31567, 1.11766], [-3.06915, -4.83625, -3.28363], [-2.70578, -4.87495, -1.42654], [-3.31038, -5.86096, -0.63814], [-3.09485, -5.91307, 0.71018], [-3.95037, -7.27721, 1.72802], [-2.25585, -4.96730, 1.33877], [-1.97998, -4.91273, 2.72552], [-1.15924, -3.94224, 3.22619], [-0.59672, -3.00359, 2.34328], [-0.83565, -3.03179, 1.05898], [-1.64386, -3.97998, 0.53033], [-1.85690, -3.89529, -0.90780], [-1.31640, -2.97471, -1.61321], [-3.95873, -6.58660, -1.10879], [-2.42887, -5.64808, 3.37965], [-0.94021, -3.88693, 4.28453], [0.05313, -2.20779, 2.69746], [4.22918, -0.96578, -2.66022], [3.00698, -0.27748, -2.79178], [3.00536, 0.86713, -1.95607], [2.78054, 0.09607, -4.12636], [1.95039, -1.14972, -2.36351]], "forces_ev_per_a": [[-0.2, -0.7, 0.0], [-0.1, 0.0, 0.0], [0.0, 0.0, 0.0], [0.0, 0.0, 0.1], [-0.1, 0.0, -0.1], [0.0, 0.0, 0.1], [0.0, -0.1, 0.0], [0.0, 0.0, -0.1], [0.0, 0.0, 0.0], [0.0, 0.0, 0.0], [0.0, 0.0, 0.0], [0.2, 0.3, 0.1], [-0.1, -0.1, 0.0], [0.0, -0.1, 0.0], [0.1, 0.5, 0.1], [0.0, 0.0, 0.0], [0.0, 0.0, -0.1], [0.0, -0.1, 0.1], [0.0, 0.0, 0.0], [0.0, 0.0, 0.0], [0.0, 0.0, 0.0], [0.1, 0.0, 0.0], [0.0, 0.0, 0.0], [0.0, 0.1, 0.0], [0.0, -0.1, 0.0], [0.1, 0.4, 0.2], [0.0, 0.0, -0.1], [0.1, 0.0, 0.0], [-0.1, -0.1, -0.1], [0.1, 0.0, 0.0], [0.0, 0.0, 0.0], [0.0, 0.0, 0.0], [0.0, 0.0, 0.0], [0.1, 0.1, 0.0], [0.0, 0.0, 0.0], [0.0, 0.0, 0.0], [0.0, 0.0, 0.0], [0.0, 0.0, 0.0], [0.0, 0.0, 0.1], [0.0, 0.0, 0.0], [0.0, 0.0, 0.0], [0.0, 0.0, 0.0], [0.0, 0.0, 0.0], [-0.1, 0.0, 0.0], [0.0, 0.0, 0.0], [0.0, 0.0, 0.0], [0.0, 0.0, 0.0], [0.0, 0.0, 0.0], [0.0, 0.0, 0.0], [0.0, 0.0, 0.0], [0.0, 0.0, 0.0], [0.0, 0.0, 0.1], [0.0, 0.0, -0.1], [0.0, 0.0, 0.0], [0.0, 0.0, 0.0], [0.0, 0.0, 0.0], [0.0, 0.0, 0.0], [0.0, 0.0, 0.0], [0.0, 0.0, 0.0], [0.0, 0.0, 0.0], [0.0, 0.0, 0.0], [0.0, 0.0, 0.0], [0.0, 0.0, 0.0], [0.0, 0.0, 0.0], [0.0, 0.0, 0.0], [0.0, 0.0, 0.0], [-0.1, 0.0, 0.0], [-0.1, 0.0, 0.0], [0.0, 0.0, 0.0], [0.0, 0.0, 0.0], [0.0, 0.0, 0.0], [0.0, 0.0, 0.0], [0.0, 0.0, 0.0], [0.0, 0.0, 0.0], [0.0, -0.1, 0.0], [0.0, 0.0, 0.0], [0.0, 0.0, 0.0], [0.0, 0.0, 0.0], [0.0, 0.0, 0.0], [0.0, 0.0, 0.0], [0.0, 0.0, 0.0], [0.0, 0.0, 0.0], [0.0, 0.0, 0.0], [0.0, 0.0, 0.0], [-0.1, -0.1, 0.0], [0.0, 0.0, 0.0], [0.1, 0.1, 0.1], [0.0, 0.0, -0.1], [0.0, 0.0, 0.0], [0.0, 0.0, 0.0], [0.0, 0.0, -0.2], [0.1, 0.0, 0.0], [0.1, 0.1, 0.0], [0.0, -0.1, 0.1], [0.0, 0.0, 0.0], [0.0, 0.0, 0.0], [0.0, 0.0, 0.0], [0.0, 0.0, 0.0], [-0.2, 0.1, 0.0], [0.0, 0.1, 0.0], [0.0, -0.2, -0.2], [0.1, -0.1, 0.3], [0.1, 0.1, -0.1]]}